1.
# C26H40BCdF6N7O4S2

A molecular structure, C26H40BCdF6N7O4S2 (ωB97M-V with the def2-TZVPD basis set, OMol25).

Structure (XYZ):
```
87
Properties=species:S:1:pos:R:3:lowdin_charge:R:1
Cd 0.15286 -0.04057 -0.34825 1.429
S 0.08800 -3.44384 -1.36275 0.600
S -1.51826 -5.51984 -2.07151 0.618
F -2.15750 -5.18834 0.50546 0.120
F -2.92787 -6.98002 -0.41088 0.140
F 0.83866 -3.85903 -3.87230 0.157
F -0.83592 -6.85021 0.10258 0.149
F 2.16578 -4.71203 -2.37561 0.159
F 2.16616 -2.58859 -2.74566 0.112
O -0.30553 -6.17954 -2.46940 -0.279
O -2.73842 -5.73786 -2.77535 -0.268
O 0.01082 -1.97304 -1.31773 -0.474
O 0.59441 -4.08809 -0.18818 -0.264
N -1.23089 1.15232 1.99878 0.016
N 0.07879 2.16030 -0.69367 0.012
N -1.29694 -3.91851 -1.91119 -0.284
N 1.80275 0.38135 1.09475 0.022
N -1.62496 0.31116 0.98286 0.027
N 1.35850 1.27034 2.04019 0.019
N 0.02479 2.81757 0.50142 0.028
C -1.87632 -6.16906 -0.34819 -0.674
C -0.01093 4.14215 0.26815 -0.259
C 3.44073 0.75327 2.55174 0.039
C 0.02436 4.33910 -1.10298 0.040
C -3.34598 -2.53854 0.90410 -0.037
C 0.12134 3.82168 -4.02814 -0.058
C -2.83285 -0.14328 1.28470 -0.245
C 0.12312 2.60531 -3.10685 -0.553
C -2.20743 1.21852 2.92346 -0.264
C 3.70088 -0.58931 -0.91249 -0.054
C -3.24145 0.40633 2.50875 0.036
C -3.14937 -0.98969 -1.05332 -0.061
C 3.05087 0.05556 1.40439 -0.249
C -5.09064 -0.78753 0.49224 -0.049
C 2.34404 1.50947 2.92241 -0.260
C 3.84212 -0.92922 0.57523 -0.546
C 3.31434 -2.34493 0.83686 -0.029
C -3.59571 -1.10980 0.40585 -0.540
C -0.07890 5.16419 1.35651 -0.014
C 1.39906 -3.68656 -2.68886 -0.674
C 5.31693 -0.85745 0.96216 -0.057
C 2.20276 2.44380 4.08073 -0.013
C -1.10796 1.73808 -3.40826 -0.042
C 0.08163 3.05748 -1.66333 -0.257
C -2.11554 2.05989 4.15486 -0.014
C 1.39584 1.78373 -3.35316 -0.042
B 0.02475 2.06337 1.87820 -0.488
H 1.41332 0.87342 -2.75104 0.044
H -5.64915 -1.49620 -0.12322 0.089
H 1.32561 2.20724 4.68234 0.076
H -5.46538 -0.86963 1.51386 0.076
H -1.11822 1.45074 -4.46231 0.092
H -1.11324 0.81866 -2.81866 0.049
H 3.08469 2.36393 4.71377 0.084
H 3.44429 -2.61949 1.88648 0.096
H 0.98933 4.46081 -3.84650 0.089
H -0.02076 2.87919 2.75095 0.105
H -2.10949 3.12446 3.91649 0.081
H 3.85079 -3.07116 0.22180 0.096
H -2.97447 1.85880 4.79234 0.083
H -2.03185 2.27739 -3.18886 0.094
H 4.24984 -1.31568 -1.51580 0.091
H -2.28737 -2.79561 0.83469 0.070
H 0.01311 5.28769 -1.61460 0.111
H 5.72517 0.14495 0.80974 0.091
H 2.24912 -2.42897 0.61067 0.052
H 2.10931 3.48107 3.75611 0.079
H 0.15560 3.49311 -5.06927 0.088
H -4.16731 0.23289 3.03165 0.113
H -3.21797 0.04449 -1.40008 0.081
H -0.10756 6.15723 0.91185 0.082
H 1.45389 1.48036 -4.40107 0.092
H -1.20985 1.84334 4.72156 0.077
H 4.08933 0.40920 -1.12701 0.093
H -5.30044 0.22190 0.12946 0.092
H -0.78193 4.42170 -3.89253 0.089
H 0.78794 5.10883 2.01657 0.079
H -2.13325 -1.35567 -1.20797 0.019
H 4.39100 0.71085 3.05800 0.112
H -3.65689 -2.64769 1.94607 0.093
H 5.46721 -1.13924 2.00688 0.085
H -3.90322 -3.25827 0.29771 0.092
H 5.88738 -1.55485 0.34463 0.090
H 2.66157 -0.62300 -1.24082 0.023
H -3.79607 -1.60431 -1.68390 0.098
H 2.29141 2.35987 -3.11035 0.094
H -0.97044 5.03752 1.97206 0.083
```

Summary:
- Total charge: 0
- Orbital gap: 9.64 eV
- HOMO energy: -9.4 eV

***

2.
# C22H26AuN5Se

A molecular structure, C22H26AuN5Se (ωB97M-V with the def2-TZVPD basis set, OMol25).

Structure (XYZ):
```
55
Properties=species:S:1:pos:R:3:nbo_charge:R:1
Au 1.04352 1.59188 0.08056 1.165
Se 0.55630 -2.55929 -2.27299 -0.305
N 1.66523 0.71054 -1.96816 -0.436
N -1.93363 -3.13236 -1.06139 -0.552
N 3.07545 2.38139 0.75568 -0.869
N 0.28556 2.80555 1.96942 -0.784
N -0.36232 -2.76036 0.42495 -0.375
C 2.14862 0.84703 -4.67152 -0.087
C -0.62545 -2.84057 -0.89495 0.270
C 2.49464 3.28723 3.00872 -0.433
C -1.86760 0.61611 -2.90641 -0.179
C -2.53995 -3.23796 0.16464 0.177
C -1.52403 -3.00010 1.11846 0.089
C -0.69066 0.84624 -2.18631 -0.037
C 2.89654 0.57264 -2.43652 0.055
C 0.62897 0.84972 -2.81233 0.203
C -4.09804 -3.55393 1.90704 -0.192
C -3.13901 0.65573 -0.87278 -0.170
C 1.08750 2.73308 3.19781 -0.238
C -3.09069 -3.31719 2.85413 -0.200
C 3.42409 2.39902 2.18932 -0.229
C 3.19252 0.61208 -3.78587 -0.226
C -1.97084 0.87329 -0.14948 -0.272
C 0.85681 0.94663 -4.18655 -0.207
C -3.84610 -3.51331 0.55006 -0.244
C -0.75648 1.00152 -0.79128 -0.122
C -1.79380 -3.03427 2.48068 -0.232
C 0.92282 -2.53408 1.02310 -0.418
C -3.08201 0.53765 -2.25369 -0.164
H -4.62728 -3.68935 -0.17167 0.236
H 3.77710 1.83388 0.26267 0.408
H 4.20397 0.46808 -4.12904 0.262
H 2.93890 3.40137 3.99741 0.267
H -3.33530 -3.35873 3.90418 0.233
H 1.62890 -2.22687 0.25341 0.247
H 3.14425 3.33167 0.39608 0.405
H 0.21337 3.77476 1.66793 0.412
H 2.33828 0.95269 -5.72908 0.256
H 0.60158 3.29978 4.00030 0.238
H 2.44082 4.28138 2.56124 0.214
H 0.04090 1.13333 -4.86686 0.251
H -1.02069 -2.85332 3.20807 0.224
H -3.98835 0.38275 -2.82080 0.246
H 4.44776 2.76608 2.32090 0.230
H -5.09718 -3.77655 2.24871 0.236
H 3.38192 1.37240 2.55912 0.213
H -2.37097 -3.27883 -1.96021 0.447
H -4.08608 0.59561 -0.35795 0.248
H -1.83740 0.49420 -3.97821 0.241
H 1.13978 1.68647 3.50286 0.215
H -2.03200 0.93256 0.92695 0.224
H 3.67041 0.41129 -1.69945 0.215
H -0.65969 2.48245 2.15761 0.418
H 1.28406 -3.45056 1.49547 0.236
H 0.84499 -1.75045 1.77605 0.188
```

Summary:
- Total charge: +2
- Orbital gap (spin up / spin down): 3.41 / 3.17 eV
- HOMO energy (spin up / spin down): -12.1 / -12.0 eV

***

3.
# C22H26N2O6

C22H26N2O6 in the gas phase (ωB97M-V with the def2-TZVPD basis set, OMol25).

Structure (XYZ):
```
56
Properties=species:S:1:pos:R:3:nbo_charge:R:1
O -0.05266 1.00345 0.54714 -0.424
O -0.58152 -0.43818 2.04003 -0.371
O -1.16517 -2.23787 -3.71758 -0.513
O 1.86086 2.77875 -1.52074 -0.521
O 3.39974 1.24383 -0.95269 -0.596
O 3.28277 4.48568 1.29799 -0.596
N 1.65421 2.88206 1.12149 -0.645
N -0.04670 0.60013 1.70818 0.536
C 0.93016 -1.77425 -2.56657 -0.341
C -0.93655 -3.63371 -3.65588 -0.070
C 1.83839 2.73069 4.81144 0.070
C -0.60187 -0.03317 -3.22915 -0.291
C -0.26906 -1.39278 -3.16876 0.422
C -3.34244 -4.46531 -3.38444 -0.389
C 0.41277 0.97600 4.03349 -0.144
C 2.34387 1.50663 -1.47743 0.788
C 0.76557 1.18303 6.49528 -0.627
C 2.57820 3.75674 0.64018 0.674
C 2.03606 3.12863 3.50219 -0.272
C 2.50786 3.47137 5.92119 -0.642
C -3.99868 -3.12179 -3.07582 -0.397
C 1.43411 0.53737 -2.09571 -0.226
C 1.43471 2.48003 2.42297 0.283
C 0.60610 1.37249 2.70597 -0.060
C 2.65246 3.76343 -0.89023 -0.171
C 0.23322 0.91863 -2.69856 -0.124
C 1.00451 1.63206 5.08882 -0.053
C -5.25775 -3.29627 -2.23553 -0.600
C 1.76741 -0.81379 -2.03904 -0.112
C -2.12140 -4.35289 -4.29736 -0.411
H -0.22955 0.12583 4.20968 0.242
H -0.01513 -3.87738 -4.20333 0.179
H 3.14842 2.80037 6.49204 0.225
H -1.79381 -5.35633 -4.57634 0.211
H 0.09816 0.32636 6.51627 0.221
H -3.29515 -2.48191 -2.54352 0.206
H 1.21280 -2.81297 -2.50184 0.223
H 2.29839 4.72932 -1.25810 0.222
H -2.39145 -3.81641 -5.20832 0.212
H 0.32164 1.98538 7.08309 0.218
H -3.04909 -4.94871 -2.44916 0.193
H -5.71296 -2.33152 -2.02505 0.209
H -5.02125 -3.77640 -1.28830 0.200
H -0.03476 1.96185 -2.73872 0.229
H 2.68069 3.96581 3.28997 0.258
H -0.82018 -3.95256 -2.61171 0.176
H 3.70867 3.63977 -1.15820 0.232
H 3.11230 4.28542 5.53244 0.227
H -4.07614 -5.11238 -3.87201 0.200
H -5.98622 -3.91305 -2.75839 0.197
H -4.25206 -2.62415 -4.01417 0.194
H 2.69516 -1.09741 -1.56513 0.234
H 1.76679 3.87955 6.60742 0.224
H 1.70446 0.90441 6.97181 0.219
H -1.53576 0.23905 -3.69512 0.225
H 1.09684 2.36708 0.43384 0.446
```

Summary:
- Total charge: 0
- Orbital gap: 8.12 eV
- SMILES: CCCCCOc1ccc(C(=O)OCC(=O)Nc2cc(C)c(C)cc2[N+](=O)[O-])cc1
- Relative energy (zero: lowest compared OMol25 entry of this formula, charge and spin): 227.6 kJ/mol
- HOMO energy: -8.7 eV

***

- What is the total charge in the second record?
  +2